Entry from the Open Molecules 2025 dataset: a molecular structure, C7H15Br12FNO3PSi2 (ωB97M-V with the def2-TZVPD basis set).

Atoms and positions in Å:
H: 3.03 -1.50 0.03
H: -0.86 1.66 -3.18
Br: -3.13 -0.35 0.80
F: 0.05 -1.78 2.89
H: -0.49 -0.85 0.74
C: 0.68 -2.27 1.78
C: -0.81 1.35 -2.13
O: 1.84 0.30 -1.28
H: -2.56 -0.42 3.20
H: 0.12 -2.20 -0.24
Br: -4.10 3.65 -2.57
P: 2.41 0.86 1.87
Si: 0.92 1.69 -1.45
Br: 3.31 2.92 -4.58
Br: 2.32 -4.27 5.48
C: -5.14 2.18 -3.23
H: -1.49 1.96 -1.54
Br: -3.28 -2.76 2.84
Br: 4.56 3.41 -1.70
Br: -4.04 0.72 -3.82
H: 1.63 2.55 -2.40
C: 0.37 -1.50 0.56
Br: 1.60 -6.60 3.43
C: 0.92 -5.13 4.47
C: 4.81 3.62 -3.59
H: 3.22 0.06 2.71
H: -5.69 2.54 -4.09
H: 0.54 -4.40 3.77
Br: 5.17 5.45 -4.06
H: -2.19 -0.08 -1.68
H: -1.24 -0.51 -2.89
H: 1.22 0.97 2.64
Si: 1.93 -0.53 0.13
Br: -0.53 -5.68 5.60
O: 3.05 2.14 1.50
H: 5.67 3.04 -3.87
H: 0.81 2.43 -0.17
Br: -6.42 1.59 -1.93
C: -3.38 -0.85 2.64
O: 1.42 -3.19 1.91
Br: -5.01 -0.14 3.37
N: -1.22 -0.08 -1.97

Values from the calculation:
M = 1226.2 g mol⁻¹
Electronic energy = -883407.2459 eV
HOMO-LUMO gap = 9.24 eV
Lowest unoccupied orbital energy = -0.4 eV

---

Entry from the Open Molecules 2025 dataset: 2 unconnected molecules or ions with the total composition C7H15BrF2P in a non-equilibrium geometry (ωB97M-V with the def2-TZVPD basis set).

Atoms and positions in Å:
P: -0.15 -0.09 0.32
H: 1.36 -0.15 2.12
C: 0.10 2.63 -0.04
H: 1.81 -2.39 0.93
C: -1.33 -1.11 1.34
H: 0.76 -0.42 -1.94
H: -1.12 0.72 -2.20
C: -0.85 1.61 0.59
F: -0.46 -2.71 0.88
H: -1.79 1.59 0.06
C: 2.21 -1.51 0.45
H: 3.31 -1.41 0.62
F: -2.47 -1.05 0.81
H: -2.36 -0.29 -1.72
H: -0.21 -1.85 -1.21
H: -0.31 3.57 0.33
Br: -1.35 -1.17 3.25
H: 1.01 2.42 0.35
H: -1.45 -0.82 -2.99
H: -0.03 2.58 -1.08
C: -0.18 -0.76 -1.38
C: 1.56 -0.29 1.01
H: 1.96 0.76 0.72
C: -1.40 -0.25 -2.14
H: -0.90 1.86 1.62
H: 2.29 -1.47 -0.70

Values from the calculation:
M = 248.1 g mol⁻¹
Net charge = +1
Electronic energy = -92259.1163 eV
HOMO-LUMO gap = 10.98 eV
Lowest unoccupied orbital energy = -4.2 eV

---

Entry from the Open Molecules 2025 dataset: 2 unconnected molecules or ions with the total composition C7H15BrN4 in a non-equilibrium geometry (ωB97M-V with the def2-TZVPD basis set).

Atoms and positions in Å:
H: 2.59 2.71 0.85
C: 0.18 3.15 -1.83
N: 0.50 0.36 0.23
H: 2.42 -2.03 -0.30
H: 1.65 4.40 -1.08
C: -2.27 -3.10 1.15
H: -2.35 -2.53 2.12
N: 2.19 1.77 0.96
C: 1.02 4.26 -2.00
H: -3.56 -3.78 -0.35
H: 0.54 5.18 -2.07
C: -3.56 -2.97 0.43
N: -0.37 -1.70 0.75
H: -0.37 2.99 -0.92
Br: 0.17 1.93 -3.25
H: -1.91 -4.09 1.40
H: -4.41 -3.20 1.12
H: 1.74 -2.58 1.25
H: 2.73 -1.08 1.17
C: 1.28 1.47 0.12
H: -3.87 -2.03 -0.07
C: 1.97 -1.72 0.67
H: 2.74 1.21 1.58
H: -0.42 0.64 -0.18
N: -1.22 -2.44 0.40
C: 0.65 -0.98 0.57
H: 1.91 4.13 -2.73

Values from the calculation:
Relative energy (zero: lowest compared OMol25 entry of this formula, charge and spin) = 81.2 kcal per mole
M = 235.1 g mol⁻¹
Net charge = +2
Electronic energy = -83482.4884 eV
HOMO-LUMO gap (alpha / beta) = 7.51 / 7.51 eV
Lowest unoccupied orbital energy (alpha / beta) = -8.8 / -8.8 eV

---

Entry from the Open Molecules 2025 dataset: 2 unconnected molecules or ions with the total composition C7H15FO8S2 (ωB97M-V with the def2-TZVPD basis set).

Atoms and positions in Å:
H: 3.82 -1.32 -1.10
H: 4.08 -0.97 0.64
H: 2.43 0.51 0.79
H: -2.65 0.56 1.12
H: -3.18 -1.69 0.50
C: -3.14 -1.37 -0.54
H: -2.10 -1.40 -0.85
O: 0.87 -3.97 1.69
F: -3.64 0.46 -1.99
H: 1.45 2.22 0.45
O: -2.33 2.05 -0.29
O: -0.09 -3.19 3.80
S: 0.28 -2.80 2.41
H: 3.74 1.85 -0.68
H: 2.69 -1.94 0.16
C: 2.46 0.13 -0.23
O: -0.72 0.61 -1.47
C: 3.33 -1.12 -0.14
H: -3.99 1.60 0.73
O: 1.30 -1.70 2.45
O: -0.93 -2.32 1.67
C: 2.95 1.25 -1.13
H: 1.44 -0.14 -0.47
H: -4.82 -0.06 -0.48
O: 1.85 2.06 -1.56
S: -0.79 1.45 -0.31
C: 1.31 2.75 -0.50
C: -3.74 0.01 -0.68
O: -0.11 2.90 -0.67
H: 1.70 3.77 -0.42
H: 3.39 0.83 -2.04
H: -3.71 -2.07 -1.15
C: -3.17 1.05 0.30

Values from the calculation:
M = 310.3 g mol⁻¹
Net charge = -2
Electronic energy = -48268.3536 eV
HOMO-LUMO gap = 4.61 eV
Lowest unoccupied orbital energy = 4.8 eV

---

Entry from the Open Molecules 2025 dataset: a molecular structure, C7H15GeKN2 in a non-equilibrium geometry (ωB97M-V with the def2-TZVPD basis set).

Atoms and positions in Å:
H: -0.38 1.44 1.61
H: -2.96 -0.38 1.86
C: 3.02 -3.05 1.01
H: 2.24 -3.62 1.47
H: -3.39 -1.15 0.26
H: -1.17 3.00 1.36
H: -2.69 0.14 -2.34
H: -1.00 0.02 -1.91
K: 0.03 -0.89 0.51
C: -1.85 0.71 -1.91
N: 4.85 -2.25 0.14
H: -0.07 2.40 0.08
H: 4.95 -4.19 1.15
H: 5.85 -2.14 -0.08
H: -2.75 3.67 -0.71
H: 3.92 -0.50 -0.62
C: 4.35 -3.33 0.85
Ge: -2.42 1.27 -0.07
C: -3.46 2.85 -0.63
N: 2.70 -1.87 0.43
H: -1.55 1.60 -2.49
C: 3.82 -1.41 -0.08
C: -3.06 -0.29 0.79
C: -0.82 2.12 0.81
H: -4.23 3.14 0.12
H: -3.92 2.68 -1.59

Values from the calculation:
M = 238.9 g mol⁻¹
Electronic energy = -83321.3523 eV
HOMO-LUMO gap = 4.87 eV
Lowest unoccupied orbital energy = -0.2 eV

---

Entry from the Open Molecules 2025 dataset: a molecular structure, C7H15InO4PZn in a non-equilibrium geometry (ωB97M-V with the def2-TZVPD basis set).

Atoms and positions in Å:
H: -3.24 -0.59 2.09
H: -0.95 -2.02 -0.80
H: 5.04 -0.44 -0.47
C: -3.07 -0.59 1.02
H: 1.63 -1.55 -0.98
C: -1.28 -1.20 -1.42
H: -2.02 0.78 -1.15
H: -3.76 0.11 0.52
H: -0.94 -0.73 1.24
H: -2.23 -1.42 -1.90
H: 2.03 -2.12 1.71
O: 2.91 -2.12 1.33
O: 0.74 2.02 -2.45
C: 0.82 2.42 0.89
H: -0.10 2.44 -2.60
C: -1.42 0.03 -0.64
P: 3.24 -0.76 0.61
H: 0.94 4.03 2.46
H: -0.56 -1.08 -2.23
O: 4.65 -1.16 0.04
H: -3.23 -1.57 0.61
H: 2.74 -0.44 -1.70
Zn: -5.32 1.19 0.28
C: 2.16 -0.62 -0.81
H: -1.52 0.93 1.28
C: -1.63 -0.03 0.79
In: 0.78 1.08 -0.68
O: 3.19 0.43 1.44
C: 0.83 3.30 1.70

Values from the calculation:
M = 374.4 g mol⁻¹
Net charge = +1
Electronic energy = -78561.1177 eV
HOMO-LUMO gap = 3.83 eV
Lowest unoccupied orbital energy = -8.2 eV

---

Entry from the Open Molecules 2025 dataset: a single C7H15N molecule in a non-equilibrium geometry (ωB97M-V with the def2-TZVPD basis set).

Atoms and positions in Å:
H: 1.84 3.16 0.79
H: -0.66 -2.86 0.52
H: 1.38 -1.70 -0.39
N: 0.56 1.23 -0.01
H: -1.10 -1.05 1.17
H: 2.33 0.31 0.90
C: 1.60 2.47 -0.13
H: -1.23 2.09 1.02
C: -0.58 -1.69 0.35
H: 1.38 3.22 -0.93
C: 0.89 -1.31 0.59
H: -1.45 0.68 0.27
H: 1.25 -1.87 1.39
C: -1.00 -1.46 -1.14
H: 0.85 0.38 1.95
H: -0.30 -1.07 -1.86
H: 2.56 1.96 -0.28
H: -1.02 2.10 -0.88
H: -2.61 -1.83 -2.31
C: -0.84 1.55 0.10
H: -2.78 -2.51 -0.60
C: 1.18 0.21 0.86
C: -2.26 -1.99 -1.39

Values from the calculation:
Relative energy (zero: lowest compared OMol25 entry of this formula, charge and spin) = 85.1 kcal per mole
M = 113.2 g mol⁻¹
Electronic energy = -8988.8010 eV
HOMO-LUMO gap = 9.36 eV
Lowest unoccupied orbital energy = 1.1 eV

---

Entry from the Open Molecules 2025 dataset: a single C7H15N molecule in a non-equilibrium geometry (ωB97M-V with the def2-TZVPD basis set).

Atoms and positions in Å:
C: -0.18 0.01 0.71
H: 1.13 -2.32 -2.38
H: 1.65 0.96 2.28
C: -0.82 1.26 1.27
N: 2.06 0.50 1.48
C: 0.44 -1.50 -2.12
H: -1.36 3.17 0.49
C: 1.11 -0.30 0.80
C: -0.54 -1.95 -1.02
H: 2.88 -0.03 1.74
H: -0.06 -2.66 -0.34
H: -0.38 2.25 -0.67
H: -1.54 -0.06 -0.93
C: -0.53 2.49 0.39
H: -1.91 -1.18 0.39
H: -1.42 -2.37 -1.52
C: -1.11 -0.77 -0.22
H: 0.96 -0.60 -1.82
H: -0.35 1.46 2.23
H: 0.39 2.99 0.67
H: -1.88 1.11 1.42
H: 1.54 -1.09 0.20
H: -0.07 -1.36 -3.06

Values from the calculation:
Relative energy (zero: lowest compared OMol25 entry of this formula, charge and spin) = 15.3 kcal per mole
M = 113.2 g mol⁻¹
Electronic energy = -8991.8267 eV
HOMO-LUMO gap = 8.94 eV
Lowest unoccupied orbital energy = 1.1 eV

---

Entry from the Open Molecules 2025 dataset: 2 unconnected molecules or ions with the total composition C7H15N (ωB97M-V with the def2-TZVPD basis set).

Atoms and positions in Å:
H: 0.96 1.74 -3.63
H: -0.74 3.47 0.71
H: 0.63 -3.21 2.53
H: 0.86 2.79 0.95
N: -0.43 -2.31 0.21
H: -1.93 -2.64 -1.12
C: -1.60 -2.17 -0.20
C: 1.01 -2.24 2.21
H: 0.95 0.12 -3.01
C: 0.48 1.10 -2.88
H: -0.59 1.04 -3.06
H: 1.73 1.78 -1.16
C: -0.03 -1.51 1.37
H: -0.55 1.87 1.47
H: -0.90 -1.30 2.01
C: -0.17 2.54 0.70
H: -2.37 -1.59 0.34
H: -1.28 1.64 -0.99
C: -0.28 1.92 -0.66
H: 1.92 -2.42 1.65
C: 0.71 1.63 -1.50
H: 0.37 -0.58 0.97
H: 1.25 -1.66 3.10

Values from the calculation:
Relative energy (zero: lowest compared OMol25 entry of this formula, charge and spin) = 35.4 kcal per mole
M = 113.2 g mol⁻¹
Electronic energy = -8990.9528 eV
HOMO-LUMO gap = 10.30 eV
Lowest unoccupied orbital energy = 1.1 eV

---

Entry from the Open Molecules 2025 dataset: 2 unconnected molecules or ions with the total composition C7H15N in a non-equilibrium geometry (ωB97M-V with the def2-TZVPD basis set).

Atoms and positions in Å:
H: -2.23 -0.71 -0.04
C: 1.16 -0.55 2.87
C: 0.44 0.63 -2.38
H: -1.61 -2.35 0.30
H: 0.49 -2.16 1.52
H: -1.34 0.11 2.24
C: -0.63 2.25 -0.86
N: 1.50 -0.19 -2.83
H: 2.08 -0.36 2.32
H: -0.33 3.20 -0.41
H: 1.42 -1.16 3.73
H: 1.43 1.32 -0.74
H: -2.96 -1.62 1.24
C: -1.06 -0.81 1.72
H: 2.05 -0.55 -2.06
H: 0.78 0.40 3.24
H: 1.20 -0.96 -3.43
H: -0.40 0.62 -3.06
C: -2.00 -1.43 0.74
H: -1.30 2.44 -1.69
C: 0.50 1.39 -1.29
C: 0.17 -1.24 1.99
H: -1.21 1.74 -0.08

Values from the calculation:
Relative energy (zero: lowest compared OMol25 entry of this formula, charge and spin) = 30.0 kcal per mole
M = 113.2 g mol⁻¹
Electronic energy = -8991.1895 eV
HOMO-LUMO gap = 9.02 eV
Lowest unoccupied orbital energy = 1.1 eV

---

Entry from the Open Molecules 2025 dataset: a single C7H15N molecule in a non-equilibrium geometry (ωB97M-V with the def2-TZVPD basis set).

Atoms and positions in Å:
C: -0.41 0.44 1.06
H: 0.76 1.03 -1.81
H: 2.98 -1.98 1.05
H: 2.50 0.15 -0.48
H: -3.42 0.51 -0.93
H: 0.14 -0.66 -1.87
H: 1.23 -2.13 1.11
H: -2.94 -0.57 -2.13
N: -0.10 0.43 2.47
H: -1.40 0.95 -2.78
H: 2.18 0.30 1.24
H: 0.37 1.28 2.75
C: 1.86 -0.19 0.32
C: 0.03 0.32 -1.41
H: -1.51 1.86 -1.29
C: 2.05 -1.69 0.54
C: -2.54 -0.02 -1.27
H: 2.04 -2.38 -0.31
H: 0.56 -0.32 2.67
H: -2.22 -0.79 -0.57
C: 0.42 0.17 0.05
H: -1.40 0.82 0.89
C: -1.35 0.87 -1.70

Values from the calculation:
Relative energy (zero: lowest compared OMol25 entry of this formula, charge and spin) = 20.9 kcal per mole
M = 113.2 g mol⁻¹
Electronic energy = -8991.5828 eV
HOMO-LUMO gap = 9.70 eV
Lowest unoccupied orbital energy = 1.1 eV

---

Entry from the Open Molecules 2025 dataset: a single C7H15N molecule in a non-equilibrium geometry (ωB97M-V with the def2-TZVPD basis set).

Atoms and positions in Å:
C: 0.48 1.96 0.81
C: 0.84 0.40 -1.15
H: -0.62 -3.73 0.04
H: -2.92 1.71 1.38
H: 1.17 -0.08 0.95
H: 0.92 -3.43 -0.73
C: 0.14 -2.92 -0.20
C: -0.78 1.57 1.48
H: 1.08 2.62 1.46
H: -1.41 -2.07 -1.52
H: -1.02 -1.03 -0.11
H: 1.75 0.68 -1.85
C: 1.30 0.72 0.30
N: 0.46 -0.94 -1.61
H: 1.19 -1.49 -1.96
H: -1.97 2.98 0.56
C: -1.94 2.12 1.20
H: 0.15 2.57 -0.11
H: 2.30 0.90 0.37
H: 0.28 -2.69 0.93
C: -0.59 -1.67 -0.89
H: -0.84 0.68 2.04
H: 0.01 1.12 -1.35

Values from the calculation:
Relative energy (zero: lowest compared OMol25 entry of this formula, charge and spin) = 59.6 kcal per mole
M = 113.2 g mol⁻¹
Electronic energy = -8989.9063 eV
HOMO-LUMO gap = 9.41 eV
Lowest unoccupied orbital energy = 1.1 eV